1.
{"formula": "C27H44BiN3S2Si2", "method": "ωB97M-V/def2-TZVPD", "species": ["H", "H", "H", "N", "C", "H", "Bi", "C", "C", "C", "C", "C", "C", "H", "H", "H", "H", "S", "C", "H", "C", "H", "H", "H", "C", "C", "H", "H", "Si", "H", "H", "C", "H", "H", "H", "H", "H", "H", "H", "H", "H", "C", "C", "H", "H", "C", "C", "Si", "H", "N", "H", "H", "H", "H", "H", "C", "H", "H", "H", "H", "C", "C", "C", "C", "C", "N", "H", "H", "C", "C", "H", "H", "H", "C", "C", "C", "H", "S", "H"], "xyz": [[-1.434, -1.250, 4.411], [3.928, -2.302, 2.514], [1.719, 0.400, -2.795], [-0.282, 3.375, 0.757], [-1.960, -0.320, 4.264], [-1.799, -0.619, -3.574], [-0.135, 0.633, -0.344], [-2.157, -0.475, -0.498], [-0.911, -3.273, -0.817], [-3.401, 2.455, -0.112], [0.011, 2.423, 2.970], [-3.494, 1.180, -2.831], [2.542, -0.493, 3.524], [4.894, -0.055, -2.632], [-4.202, 2.042, -2.958], [-2.456, -0.164, 5.226], [1.162, -2.789, 2.871], [-0.073, 1.487, 5.378], [0.840, -1.836, 2.378], [3.632, -0.363, 3.541], [2.763, 0.661, -2.738], [-4.268, 2.496, 0.540], [3.979, -1.088, -4.567], [3.150, 1.149, -3.621], [3.905, -2.154, 1.444], [-1.032, 0.836, 4.049], [1.281, 3.362, 4.684], [1.453, 0.105, 1.824], [-2.053, -2.055, -1.618], [-5.123, -0.790, 0.161], [0.250, -2.067, 1.426], [-1.418, -1.670, -3.362], [-3.894, 0.432, -3.473], [-5.700, -0.459, -1.499], [-4.233, -2.867, -0.883], [-4.512, -2.541, -2.564], [-1.159, -3.430, 0.205], [0.426, 4.093, -2.141], [-3.591, 3.254, -0.858], [-0.332, -1.589, -3.444], [-2.569, -0.462, 3.259], [-3.734, -2.864, -1.832], [3.805, -0.440, -2.476], [2.460, -1.371, 4.191], [-3.623, -3.947, -2.204], [3.847, -1.159, -1.144], [1.919, -0.809, 2.130], [-3.521, 0.800, -0.945], [0.142, -2.912, -0.828], [1.488, -0.898, -0.668], [2.548, -1.713, -3.565], [-2.422, 2.679, 0.397], [2.831, 1.532, -2.089], [0.115, -1.404, 3.007], [-2.311, -0.854, 0.570], [4.716, -2.211, -0.838], [-0.511, 5.495, -1.567], [-1.732, -2.304, -4.171], [2.147, 4.384, 2.891], [2.109, 0.332, 4.087], [2.719, -0.947, -0.286], [4.705, -2.769, 0.465], [-5.217, 0.009, -0.590], [0.616, 2.572, 4.264], [2.935, -1.242, 1.116], [-0.943, 1.422, 2.866], [-2.475, 1.490, -3.146], [-5.885, 0.784, -0.184], [1.481, 4.270, 1.981], [-0.372, 4.411, -1.416], [-1.310, 3.827, -1.413], [-0.982, -4.259, -1.292], [5.398, -3.612, 0.691], [3.622, -1.529, -3.605], [0.210, 4.290, -0.075], [0.433, 3.327, 1.946], [4.160, -2.431, -3.339], [1.483, 5.296, 0.627], [5.405, -2.520, -1.648]], "homo_lumo_gap_ev": [6.210, 5.658], "charge": 0, "homo_energy_ev": [-6.7, -6.2], "de_lowest_kj_mol": 158.01}

=====

2.
{"formula": "C27H44BrCaNOP2S", "method": "ωB97M-V/def2-TZVPD", "species": ["C", "H", "P", "H", "C", "H", "H", "H", "H", "H", "C", "C", "C", "C", "H", "Br", "H", "H", "H", "H", "C", "H", "C", "H", "H", "H", "C", "H", "H", "H", "H", "H", "H", "H", "C", "H", "C", "C", "H", "C", "H", "C", "Ca", "H", "S", "C", "H", "H", "H", "H", "C", "C", "H", "H", "C", "H", "C", "C", "C", "C", "H", "O", "C", "H", "H", "P", "H", "H", "H", "C", "H", "H", "C", "H", "C", "C", "N", "H"], "xyz": [[4.948, -3.099, -0.033], [2.942, 3.220, -3.838], [-3.039, -0.349, 0.176], [1.370, 3.815, 0.364], [-4.557, 2.022, 0.529], [-0.187, 4.587, 0.007], [0.805, -2.965, 1.949], [4.892, -1.922, -1.823], [6.353, -6.248, 0.012], [-5.680, -1.741, -0.231], [2.631, 2.254, -3.418], [-3.432, -0.374, -1.553], [5.962, -5.286, -0.367], [-0.911, -1.913, 1.123], [-4.362, 2.572, -0.400], [0.324, 1.298, 1.386], [-0.700, -0.012, -1.749], [1.864, 1.824, -4.075], [-1.595, -2.309, 1.888], [3.492, 1.579, -3.411], [1.343, -1.872, 0.229], [1.020, 6.561, -1.071], [0.795, -2.609, 5.140], [-3.226, -1.508, -3.359], [-0.502, -0.741, 3.596], [-0.279, -2.589, 4.899], [2.734, -2.063, 0.462], [-2.693, 3.202, -3.083], [-1.124, 2.722, -1.091], [-4.816, 2.780, 1.274], [2.901, 2.743, -1.292], [0.311, 0.837, 3.896], [-3.677, -1.496, 2.105], [1.615, 1.541, -1.588], [-5.416, -1.640, 0.827], [5.628, -3.804, -3.327], [0.902, -1.131, -0.898], [1.545, 5.908, -0.354], [-5.913, -0.748, 1.224], [5.534, -4.260, 0.513], [1.635, -0.992, -1.692], [-3.052, -1.666, -2.295], [2.948, -0.143, 1.608], [-3.486, -2.590, 0.720], [1.518, -0.983, 4.820], [2.104, 2.440, -1.991], [1.504, 6.362, 0.646], [-1.356, 4.071, -3.876], [-5.442, 1.400, 0.386], [-2.420, 1.793, 1.066], [-0.779, 2.953, -2.114], [0.408, -2.333, 1.170], [1.340, -3.393, 4.599], [-4.502, -0.138, -1.587], [-1.306, -0.978, 0.140], [2.600, 5.813, -0.660], [5.578, -3.938, -2.236], [-3.916, -1.636, 1.045], [5.171, -2.882, -1.397], [0.013, -0.119, 4.349], [-3.548, 0.866, 2.059], [2.282, -1.135, 3.477], [0.867, 4.521, -0.311], [-5.844, -2.499, 1.352], [-2.005, -1.936, -2.177], [0.864, 3.804, -1.996], [-0.577, 1.995, -2.625], [-2.902, 0.497, -1.962], [-0.575, 0.050, 5.245], [-0.407, -0.673, -0.919], [5.598, -4.386, 1.579], [-2.070, 4.710, -2.378], [3.950, -2.263, 0.634], [-3.667, -2.515, -1.969], [-3.361, 1.210, 1.029], [-1.786, 3.793, -2.906], [5.912, -5.106, -1.692], [0.909, -2.766, 6.218]], "homo_lumo_gap_ev": 4.685, "charge": 2, "homo_energy_ev": -11.9, "de_lowest_kj_mol": 49.32}

=====

3.
{"formula": "C27H44BrHgN3OP2", "method": "ωB97M-V/def2-TZVPD", "species": ["H", "H", "H", "N", "H", "C", "H", "C", "Hg", "H", "C", "C", "C", "H", "C", "C", "H", "H", "H", "H", "N", "O", "H", "C", "H", "H", "C", "H", "H", "C", "H", "H", "H", "C", "H", "H", "H", "C", "H", "P", "H", "H", "C", "C", "H", "C", "C", "H", "H", "C", "C", "H", "H", "P", "C", "H", "H", "C", "H", "H", "H", "H", "H", "C", "H", "C", "N", "C", "C", "H", "H", "H", "C", "C", "H", "Br", "H", "H", "C"], "xyz": [[3.497, 1.411, -2.284], [-3.505, 2.642, -0.501], [1.999, -0.868, 1.964], [-4.950, -3.172, 1.697], [-0.832, 3.136, 1.003], [0.954, -1.325, -4.585], [2.484, 1.034, 5.282], [-4.091, -3.372, 2.716], [1.485, 0.850, 0.010], [-1.947, -1.088, -0.510], [2.601, 2.077, 5.567], [-0.243, 1.169, -3.100], [-0.061, 1.985, -4.372], [0.697, 2.767, -4.263], [-3.229, -3.928, 0.161], [2.514, -3.748, 0.304], [-2.931, -4.233, -0.850], [-2.873, 4.172, 0.129], [2.383, 4.383, 2.436], [-1.010, 2.469, -4.628], [2.301, 2.931, 4.431], [1.502, 1.373, 2.916], [-3.621, 1.039, 2.562], [3.298, 1.079, -4.403], [-4.462, -3.177, 3.733], [1.040, -2.360, -4.929], [-4.552, -3.530, 0.458], [2.328, 2.516, -3.066], [0.233, 1.370, -5.228], [-2.644, 1.249, 3.005], [3.969, -0.138, 0.414], [2.427, 3.929, 4.541], [3.562, 0.018, -4.445], [1.708, -2.718, 0.843], [-2.258, 0.436, -1.394], [-0.667, 1.805, -2.306], [-2.687, 0.909, 4.045], [1.872, 2.535, 3.201], [2.470, -1.546, -3.002], [-1.076, 0.860, 0.609], [-5.313, -3.475, -0.337], [2.118, -4.762, 0.291], [-1.442, 2.621, 0.253], [3.784, -3.476, -0.187], [1.751, 3.250, 1.340], [1.418, -1.234, -3.125], [-2.321, -0.057, -0.412], [-0.092, -1.017, -4.719], [-1.013, 2.844, -0.732], [-2.886, 3.088, 0.287], [0.318, -3.075, 1.024], [-2.076, -3.981, 3.351], [-3.910, -0.762, 0.927], [1.296, 0.459, -2.446], [-0.863, -3.455, 0.989], [-1.722, -0.598, 2.322], [1.930, 2.307, 6.404], [3.551, -1.147, 0.436], [4.211, 1.657, -4.571], [-2.501, 2.335, 3.011], [-4.371, -0.435, -0.751], [1.562, -0.710, -5.257], [0.789, -1.900, -2.502], [2.333, -1.455, 1.104], [4.402, -4.288, -0.551], [2.699, 1.471, -3.049], [1.801, 3.583, 2.290], [-1.513, 0.481, 2.342], [-3.758, -0.080, 0.083], [-3.380, 2.899, 1.245], [-0.939, 0.329, -3.262], [-0.591, 0.640, 2.913], [-2.262, -3.775, 1.193], [4.219, -2.146, -0.260], [3.635, 2.249, 5.899], [5.726, -1.713, -1.355], [-4.134, 0.902, 0.379], [2.626, 1.287, -5.244], [-2.765, -3.801, 2.517]], "homo_lumo_gap_ev": 6.050, "charge": 2, "homo_energy_ev": -13.7, "de_lowest_kj_mol": 27.97}

=====

4.
{"formula": "C27H44Cl21N6O2S2", "method": "ωB97M-V/def2-TZVPD", "species": ["Cl", "H", "Cl", "H", "C", "C", "C", "N", "H", "S", "H", "O", "H", "O", "Cl", "H", "C", "H", "H", "Cl", "C", "C", "H", "H", "C", "H", "N", "C", "H", "H", "N", "H", "C", "C", "C", "C", "Cl", "H", "Cl", "C", "H", "H", "H", "C", "Cl", "H", "H", "C", "C", "C", "H", "H", "H", "Cl", "H", "H", "H", "H", "H", "H", "H", "Cl", "C", "H", "H", "H", "C", "H", "H", "N", "C", "C", "Cl", "H", "Cl", "H", "H", "Cl", "C", "C", "S", "Cl", "Cl", "H", "H", "H", "Cl", "H", "Cl", "Cl", "Cl", "Cl", "C", "C", "H", "Cl", "N", "N", "H", "C", "C", "Cl"], "xyz": [[6.953, -4.125, 4.544], [-8.414, 0.037, 0.861], [9.148, 3.299, 1.438], [4.806, -4.248, 5.456], [5.216, -3.879, 4.526], [-0.089, 1.237, 3.939], [8.073, 4.456, 0.657], [3.150, 0.116, -2.449], [-9.396, -0.684, -1.231], [0.409, 4.248, 0.753], [-5.852, -4.655, -1.406], [-2.919, 0.403, -1.440], [2.062, -2.942, 3.184], [-8.940, -0.094, -1.839], [3.056, -5.709, -1.931], [-1.936, -3.031, 2.766], [3.081, 4.936, 1.251], [-4.946, 2.356, -2.464], [4.245, -5.157, -3.867], [2.303, -3.866, -4.044], [5.810, 2.374, -2.548], [-4.964, 1.267, -2.428], [-2.806, -1.078, 2.849], [1.816, -1.309, 3.733], [3.644, -4.598, -3.162], [1.911, -1.516, -2.828], [0.311, 0.879, 2.838], [-1.206, -6.204, 0.441], [-0.682, 3.188, -1.549], [1.728, 6.016, -0.071], [-6.325, 0.813, -2.597], [5.051, -0.305, 2.802], [-0.854, 2.139, -1.798], [-4.289, 0.804, -1.137], [0.663, 0.100, -2.274], [-7.658, 0.411, 0.169], [-0.348, -6.628, -1.035], [-6.989, -0.422, -0.058], [-1.926, -7.618, 1.196], [-0.026, -2.497, 3.673], [1.833, -0.220, -4.060], [1.551, 2.356, -0.252], [-1.739, 2.103, -2.421], [-6.282, -3.694, -1.155], [-4.945, -2.590, -0.770], [-7.114, 1.201, 0.686], [7.591, 3.955, -0.171], [-0.240, 1.577, 0.626], [1.962, 4.992, 0.209], [-0.492, 0.804, 1.711], [-6.434, -0.130, -2.243], [2.959, 0.661, -1.615], [-0.232, -1.946, 4.589], [-7.182, -3.093, -2.536], [5.060, 1.695, -2.937], [3.653, 5.860, 1.270], [3.721, -0.651, -2.111], [1.334, -1.777, 2.098], [-7.979, 2.057, -2.861], [-0.490, -5.781, 1.134], [-0.210, -0.460, -2.619], [3.663, 0.884, 1.315], [0.922, 2.511, 0.621], [0.193, 1.683, -3.611], [0.826, -0.098, -1.210], [1.270, 2.202, -2.359], [-8.317, 0.944, -1.094], [-6.962, 2.531, -1.510], [-4.346, 0.920, -3.262], [-2.369, -0.194, 0.644], [-7.377, 1.668, -2.037], [-1.083, 1.440, -0.499], [4.464, -4.766, 3.202], [-4.797, -0.051, -0.702], [6.568, 0.811, 1.430], [1.535, 2.273, 1.488], [-0.010, -3.556, 3.932], [7.330, 1.504, -2.344], [1.368, -2.103, 3.139], [-1.161, -2.276, 2.676], [-0.487, 1.722, 5.347], [5.989, 3.719, -3.670], [-2.435, -4.970, 0.117], [-0.752, -2.394, 1.668], [2.264, 4.479, -0.705], [2.654, 4.808, 2.247], [4.670, -3.349, -2.441], [-9.077, 1.673, -0.786], [4.834, -2.149, 4.428], [8.966, 5.832, 0.024], [-7.324, -3.900, 0.250], [6.806, 4.979, 1.773], [5.091, -0.085, 1.744], [-1.580, -0.111, 1.680], [-4.260, 1.598, -0.388], [5.222, 2.945, -0.978], [-2.092, 0.587, -0.385], [-1.806, -0.926, 2.790], [3.751, 4.096, 1.085], [0.393, 1.583, -2.543], [1.893, -0.441, -2.995], [5.073, -1.614, 0.874]], "homo_lumo_gap_ev": 7.226, "charge": 1, "homo_energy_ev": -11.0, "de_lowest_kj_mol": 0.00}

=====

5.
{"formula": "C27H44F3NNbO20", "method": "ωB97M-V/def2-TZVPD", "species": ["F", "C", "C", "C", "H", "O", "O", "H", "H", "H", "F", "H", "H", "H", "O", "O", "C", "H", "O", "O", "C", "C", "H", "O", "O", "C", "H", "H", "H", "O", "C", "H", "H", "C", "O", "O", "H", "N", "H", "H", "H", "O", "C", "H", "O", "C", "H", "H", "H", "O", "H", "C", "C", "H", "H", "C", "H", "C", "O", "C", "C", "H", "C", "O", "H", "Nb", "C", "O", "H", "F", "H", "H", "C", "H", "H", "C", "H", "H", "H", "O", "H", "C", "C", "H", "O", "H", "H", "H", "H", "C", "C", "C", "C", "O", "H", "H"], "xyz": [[-0.677, 3.266, -0.530], [0.881, 0.791, -2.335], [1.414, -3.062, 2.837], [-4.367, -2.435, -1.753], [-0.117, 0.514, 0.955], [0.286, -1.387, -2.723], [-4.091, 6.686, -3.930], [-1.881, -3.493, 2.690], [-0.235, 2.364, 2.817], [6.343, -3.009, 6.464], [-1.971, 1.613, -0.897], [2.415, 0.412, 0.917], [3.872, -2.216, 5.366], [1.180, -7.062, -1.152], [-2.250, -1.728, -4.332], [3.305, -4.030, 6.204], [-1.926, 6.556, -3.167], [3.070, 7.482, -3.418], [-1.932, 4.073, 1.653], [-0.289, -7.051, 0.307], [-1.160, -2.686, 2.526], [-3.141, -3.273, -1.436], [2.799, 6.515, -6.315], [3.165, -1.074, 3.523], [-1.779, -6.128, 1.723], [0.162, -6.710, -1.006], [-1.159, 0.056, -2.458], [-0.998, 3.820, 1.746], [3.928, 0.560, 1.817], [3.570, -6.171, 6.860], [1.763, 5.100, -4.131], [3.759, -0.668, 0.519], [4.098, -2.364, 7.125], [-1.938, 2.864, -0.468], [5.350, -4.820, 6.574], [1.158, 4.145, -3.770], [-0.496, -7.189, -1.734], [1.760, -1.948, 1.962], [5.771, -3.670, 4.915], [0.932, -4.697, -0.653], [-0.153, -4.044, 3.807], [1.365, -0.087, -1.303], [2.747, -1.099, 2.377], [4.271, 6.556, -5.316], [-3.882, -1.567, -2.785], [5.530, -3.534, 5.971], [-2.510, -1.446, 3.651], [-0.354, 0.081, -4.035], [0.016, -2.392, 4.355], [1.448, -2.327, -1.066], [-1.685, 1.106, 4.253], [3.256, -0.142, 1.331], [4.175, -2.886, 6.170], [1.472, -3.988, 2.252], [-2.660, -1.286, 1.914], [1.079, -1.343, -1.644], [2.165, -3.125, 3.624], [-2.591, 3.084, 0.909], [-2.439, -3.253, -2.688], [0.018, -3.019, 3.460], [3.196, 6.396, -5.306], [1.798, -2.171, 0.973], [-3.333, 7.549, -4.638], [-2.026, 7.414, -4.315], [-0.860, -2.788, 1.478], [-0.963, 0.687, 2.597], [2.458, 7.250, -4.291], [-1.034, -4.991, -0.078], [0.588, 0.313, 3.496], [-2.578, 3.566, -1.430], [-3.630, 5.508, -2.277], [-3.113, 4.871, -3.847], [-2.815, -2.151, -3.374], [-3.369, -4.298, -1.158], [-2.506, -2.822, -0.672], [-0.205, -0.058, -2.970], [-4.724, -1.844, -0.914], [2.046, 8.166, -4.703], [1.699, 1.014, -3.022], [1.397, 6.382, -3.887], [-1.865, 7.174, -2.270], [-3.217, 5.772, -3.243], [0.035, -5.198, -1.012], [-3.241, 1.036, 1.018], [2.908, 5.069, -4.855], [-1.040, 5.934, -3.240], [-3.558, 3.531, 0.651], [-5.187, -3.031, -2.158], [-0.238, -4.779, -1.977], [4.022, -5.109, 6.574], [-2.766, 1.778, 1.671], [-1.921, -1.359, 2.732], [-1.100, -6.056, 0.752], [-3.752, 8.324, -5.439], [0.521, 1.709, -1.883], [-3.465, 1.976, 2.487]], "homo_lumo_gap_ev": 6.799, "charge": -1, "homo_energy_ev": -5.0}

=====

What maximum force values result from the calculations? In sequence: 0.079; 0.067; 0.051; 0.019; 0.051 hartree/bohr.